1.
88
Properties=species:S:1:pos:R:3 method="wB97M-V/def2-TZVPD" homo_ev=-7.13 spin_multiplicity=2 lumo_ev=-0.5 s2=0.899 de_lowest_ev=0.000 orbital_gap_ev=6.589
Co -0.55 0.19 0.10
C -0.67 -2.54 -2.18
C 0.31 -1.40 -2.38
N -0.26 -0.11 -1.94
C 0.41 1.05 -2.56
C -0.14 2.31 -1.94
N -0.06 2.20 -0.48
C -0.78 3.28 0.22
C -2.29 3.30 -0.03
C -3.07 2.10 0.49
N -2.73 0.85 -0.20
C -3.45 -0.28 0.39
C -3.00 -1.59 -0.24
N -1.57 -1.79 0.03
C -0.96 -2.89 -0.73
H -0.26 -3.43 -2.66
H -1.60 -2.32 -2.72
H 0.59 -1.33 -3.44
H 1.23 -1.57 -1.81
H -1.23 -0.09 -2.24
H 0.27 1.04 -3.65
H 1.49 1.00 -2.39
H -1.18 2.43 -2.22
H 0.40 3.19 -2.32
H 0.91 2.23 -0.19
H -0.37 4.25 -0.09
H -0.59 3.14 1.28
H -2.51 3.46 -1.09
H -2.67 4.19 0.48
H -4.15 2.30 0.41
H -2.83 1.95 1.54
H -3.01 0.94 -1.18
H -4.54 -0.17 0.29
H -3.22 -0.29 1.45
H -3.14 -1.55 -1.32
H -3.60 -2.42 0.14
H -1.46 -2.02 1.02
H -1.60 -3.78 -0.69
H -0.03 -3.15 -0.23
O 2.35 -3.10 5.67
C 2.92 -3.14 4.57
O 4.01 -3.62 4.22
C 2.17 -2.38 3.44
C 2.58 -2.50 2.12
C 1.90 -1.83 1.13
N 0.86 -1.02 1.36
C 0.46 -0.91 2.64
C 1.07 -1.58 3.69
C -0.70 0.02 2.86
O -1.35 0.03 3.89
O -0.93 0.80 1.84
H 3.44 -3.12 1.90
H 2.19 -1.96 0.09
H 0.69 -1.48 4.69
C 6.78 2.41 2.20
C 5.61 3.03 1.79
C 4.78 2.40 0.88
C 5.12 1.16 0.34
C 6.28 0.53 0.78
C 7.11 1.16 1.71
Sb 3.72 0.23 -0.97
C 4.90 -1.42 -1.64
C 4.39 -2.71 -1.66
C 5.15 -3.78 -2.13
C 6.44 -3.55 -2.59
C 6.96 -2.27 -2.58
C 6.20 -1.21 -2.11
C 4.09 1.40 -2.73
C 4.08 0.79 -3.99
C 4.16 1.54 -5.15
C 4.26 2.92 -5.07
C 4.28 3.55 -3.83
C 4.19 2.79 -2.67
H 7.42 2.89 2.93
H 5.34 4.00 2.19
H 3.85 2.89 0.59
H 6.55 -0.45 0.41
H 8.00 0.66 2.05
H 3.39 -2.91 -1.30
H 4.74 -4.78 -2.13
H 7.03 -4.38 -2.95
H 7.96 -2.09 -2.95
H 6.61 -0.21 -2.12
H 4.01 -0.29 -4.06
H 4.16 1.05 -6.11
H 4.34 3.51 -5.98
H 4.38 4.62 -3.77
H 4.23 3.29 -1.71

=====

2.
85
Properties=species:S:1:pos:R:3 method="wB97M-V/def2-TZVPD" homo_ev=-8.47 lumo_ev=-1.1 de_lowest_ev=2.760 orbital_gap_ev=7.319
C 6.69 -1.48 4.48
C 5.75 -1.17 3.35
C 5.65 0.14 2.87
C 4.83 0.47 1.79
C 4.92 1.90 1.31
C 3.98 -0.52 1.23
C 3.06 -0.25 0.00
C 3.98 -0.03 -1.21
C 2.00 0.89 0.10
C 0.43 0.43 0.24
C -0.09 1.14 1.51
C -0.42 0.44 2.72
C 0.00 -1.00 2.99
C -1.13 1.09 3.76
C -1.38 2.47 3.73
C -2.31 3.09 4.72
C -0.65 3.21 2.77
C 0.02 2.56 1.71
C 0.84 3.55 0.88
C 4.11 -1.84 1.70
C 3.33 -2.97 1.07
C 4.96 -2.15 2.76
H 6.64 -2.54 4.75
H 7.73 -1.24 4.22
H 6.44 -0.88 5.38
H 6.23 0.92 3.36
H 4.70 2.03 0.25
H 4.23 2.55 1.88
H 5.93 2.30 1.50
H 2.51 -1.18 -0.21
H 4.72 -0.84 -1.28
H 3.40 -0.03 -2.15
H 4.55 0.91 -1.16
H 2.32 1.50 1.00
H 2.17 1.54 -0.83
H 0.41 -0.65 0.50
H -0.28 -1.26 4.03
H -0.55 -1.68 2.33
H 1.10 -1.19 2.92
H -1.53 0.48 4.57
H -2.55 4.11 4.42
H -3.25 2.53 4.79
H -1.87 3.13 5.73
H -0.72 4.30 2.82
H 0.22 4.47 0.74
H 1.77 3.89 1.40
H 1.13 3.15 -0.10
H 3.57 -3.91 1.59
H 2.25 -2.82 1.18
H 3.55 -3.12 0.01
H 4.99 -3.17 3.14
C -5.77 -3.24 -3.37
C -5.37 -2.00 -4.14
C -4.83 -2.41 -5.49
C -6.59 -1.13 -4.33
O -4.36 -1.17 -3.36
C -3.18 -1.70 -2.93
N -2.34 -0.76 -2.24
C -1.12 -1.01 -1.60
B -0.35 -2.30 -2.21
F 1.03 -2.15 -1.90
F -0.87 -3.45 -1.62
F -0.51 -2.18 -3.60
C -0.54 0.22 -0.96
C -1.63 1.20 -1.26
C -2.67 0.59 -1.97
C -3.74 1.34 -2.52
C -3.76 2.71 -2.28
C -2.71 3.33 -1.64
C -1.60 2.58 -1.16
O -2.89 -2.89 -3.08
H -6.23 -2.96 -2.41
H -6.52 -3.80 -3.94
H -4.90 -3.88 -3.21
H -4.60 -1.53 -6.10
H -3.94 -3.04 -5.39
H -5.60 -2.98 -6.02
H -6.37 -0.24 -4.92
H -7.35 -1.70 -4.88
H -7.03 -0.84 -3.38
H 0.52 0.52 -1.46
H -4.53 0.86 -3.04
H -4.61 3.29 -2.64
H -2.72 4.40 -1.48
H -0.71 3.06 -0.74

=====

3.
89
Properties=species:S:1:pos:R:3 method="wB97M-V/def2-TZVPD" homo_ev="-16.02 / -15.89" spin_multiplicity=4 lumo_ev="-8.4 / -9.9" s2=3.779 de_lowest_ev=0.633 orbital_gap_ev="7.613 / 5.948" charge=+3
Re -1.25 0.71 0.06
C 2.53 1.36 -2.78
N 2.07 2.51 -2.01
C 2.83 3.71 -2.27
C 1.09 2.37 -1.14
O 0.56 1.24 -0.94
C 0.56 3.57 -0.36
O -0.75 3.30 0.12
C -1.81 3.90 -0.61
C -2.51 2.94 -1.57
O -2.28 1.69 -1.53
N -3.39 3.45 -2.40
C -3.67 4.87 -2.47
C -4.16 2.59 -3.28
H 2.60 1.64 -3.83
H 3.52 1.06 -2.43
H 1.84 0.53 -2.66
H 2.69 4.02 -3.30
H 2.57 4.53 -1.61
H 3.89 3.49 -2.14
H 1.19 3.71 0.53
H 0.57 4.48 -0.95
H -2.56 4.22 0.13
H -1.46 4.79 -1.13
H -2.80 5.43 -2.79
H -4.47 5.03 -3.20
H -4.01 5.25 -1.51
H -3.94 1.55 -3.06
H -5.22 2.78 -3.14
H -3.90 2.80 -4.32
C 6.09 0.60 3.36
C 4.62 0.72 3.23
C 3.80 -0.41 3.27
C 2.43 -0.31 3.19
C 1.85 0.94 3.07
C 2.64 2.09 3.01
C 4.01 1.97 3.11
S 0.08 1.20 3.02
C -0.38 0.30 4.52
O -0.41 0.21 1.92
H 6.45 -0.40 3.13
H 6.38 0.83 4.39
H 6.60 1.32 2.72
H 4.25 -1.39 3.38
H 1.81 -1.20 3.21
H 2.18 3.06 2.92
H 4.62 2.86 3.11
H 0.03 -0.70 4.50
H -1.47 0.26 4.58
H 0.01 0.86 5.37
C -0.32 -4.13 3.76
C -1.50 -3.44 3.50
C -1.62 -2.69 2.35
C -0.58 -2.63 1.42
C 0.61 -3.32 1.70
C 0.73 -4.06 2.86
Si -0.79 -1.75 -0.27
C -2.17 -2.59 -1.28
C -2.47 -3.92 -0.96
C -3.16 -4.71 -1.86
C -3.58 -4.18 -3.07
C -3.32 -2.85 -3.38
C -2.64 -2.05 -2.48
C 0.85 -1.82 -1.23
C 0.92 -2.50 -2.45
C 2.15 -2.82 -3.00
C 3.32 -2.45 -2.36
C 3.26 -1.72 -1.18
C 2.03 -1.40 -0.62
H -0.22 -4.72 4.66
H -2.32 -3.51 4.20
H -2.54 -2.15 2.16
H 1.42 -3.29 0.99
H 1.65 -4.59 3.05
H -2.11 -4.35 -0.04
H -3.36 -5.74 -1.62
H -4.11 -4.81 -3.78
H -3.64 -2.45 -4.33
H -2.45 -1.01 -2.71
H 0.01 -2.81 -2.95
H 2.19 -3.37 -3.93
H 4.27 -2.72 -2.78
H 4.17 -1.41 -0.69
H 1.98 -0.83 0.29
Cl -5.10 -1.71 1.97
C -4.58 -0.74 0.57
Cl -3.32 0.44 1.08
H -5.44 -0.16 0.21
H -4.16 -1.38 -0.20

=====

4.
84
Properties=species:S:1:pos:R:3 method="wB97M-V/def2-TZVPD" homo_ev="-4.52 / -6.43" spin_multiplicity=5 lumo_ev="0.3 / -0.3" s2=6.058 de_lowest_ev=2.777 orbital_gap_ev="4.843 / 6.128"
C -1.59 -0.64 4.33
C -2.32 -0.17 3.18
C -2.13 -1.11 2.13
H -3.00 0.68 3.15
C -1.30 -2.16 2.60
C -0.95 -1.88 3.96
H -0.40 -2.53 4.63
H -1.58 -0.24 5.32
H -2.62 -1.07 1.15
H -1.01 -3.06 2.07
Fe -0.20 -0.24 2.78
Si 0.54 0.09 -0.25
C -0.55 1.62 -0.47
C 0.12 2.79 -0.84
H 1.21 2.72 -1.01
C -0.59 3.94 -1.16
H -0.08 4.79 -1.63
C -1.98 3.98 -0.96
H -2.54 4.87 -1.28
C -2.65 2.86 -0.47
H -3.74 2.88 -0.35
C -1.93 1.68 -0.21
H -2.46 0.79 0.14
C -0.49 -1.47 -0.57
C -1.68 -1.46 -1.30
H -2.22 -0.52 -1.43
C -2.12 -2.62 -1.96
H -2.84 -2.54 -2.75
C -1.60 -3.86 -1.60
H -1.98 -4.76 -2.06
C -0.56 -3.92 -0.68
H -0.16 -4.89 -0.42
C 0.01 -2.74 -0.19
H 0.86 -2.81 0.49
H 0.92 0.51 1.17
Si 1.67 -0.17 -3.02
C 1.00 -1.71 -3.78
C 0.16 -1.59 -4.91
H -0.10 -0.61 -5.33
C -0.36 -2.73 -5.53
H -1.06 -2.63 -6.36
C 0.01 -4.01 -5.09
H -0.38 -4.89 -5.58
C 0.92 -4.13 -4.04
H 1.22 -5.13 -3.70
C 1.43 -3.00 -3.40
H 2.16 -3.13 -2.59
C 0.57 1.23 -3.56
C -0.83 1.14 -3.58
H -1.34 0.26 -3.15
C -1.58 2.18 -4.11
H -2.67 2.16 -4.04
C -0.96 3.25 -4.78
H -1.55 4.00 -5.29
C 0.45 3.31 -4.80
H 0.94 4.13 -5.33
C 1.20 2.34 -4.16
H 2.30 2.42 -4.14
H 3.02 0.20 -3.53
Cl 2.50 -0.65 -0.94
C 2.71 -2.02 2.42
P 1.85 -0.74 3.35
C 2.07 -1.24 5.07
C 2.85 0.84 3.20
C 1.98 2.10 3.10
P 0.22 1.80 3.50
C -0.79 3.13 2.84
C 0.18 2.00 5.31
H 2.12 -2.94 2.51
H 3.69 -2.18 2.87
H 2.82 -1.73 1.37
H 1.37 -0.72 5.73
H 1.90 -2.32 5.15
H 3.11 -1.02 5.35
H 3.51 0.86 4.08
H 3.49 0.72 2.31
H 2.33 2.87 3.81
H 2.02 2.53 2.09
H -1.85 2.87 2.99
H -0.56 4.05 3.38
H -0.61 3.26 1.77
H -0.81 1.74 5.67
H 0.92 1.38 5.81
H 0.38 3.05 5.52

=====

5.
84
Properties=species:S:1:pos:R:3 method="wB97M-V/def2-TZVPD" homo_ev=-7.81 lumo_ev=-2.2 de_lowest_ev=0.000 orbital_gap_ev=5.656 charge=+1
C -1.68 -0.47 4.72
C -2.28 0.09 3.54
C -2.24 -0.91 2.51
H -2.80 1.05 3.46
C -1.62 -2.08 3.04
C -1.31 -1.82 4.41
H -0.95 -2.58 5.12
H -1.60 0.03 5.69
H -2.77 -0.86 1.55
H -1.53 -3.04 2.53
Sc 0.01 -0.28 3.18
Si 0.31 -0.22 0.00
C -0.57 1.38 -0.45
C 0.04 2.40 -1.22
H 1.09 2.31 -1.54
C -0.67 3.53 -1.62
H -0.20 4.28 -2.28
C -1.98 3.73 -1.16
H -2.51 4.65 -1.41
C -2.58 2.81 -0.28
H -3.57 3.01 0.16
C -1.89 1.63 0.03
H -2.40 0.92 0.69
C -0.49 -1.81 -0.52
C -1.58 -1.81 -1.41
H -1.91 -0.88 -1.88
C -2.23 -3.00 -1.72
H -3.11 -3.01 -2.38
C -1.75 -4.22 -1.21
H -2.25 -5.16 -1.46
C -0.62 -4.24 -0.38
H -0.22 -5.20 0.00
C 0.02 -3.04 -0.07
H 0.94 -3.05 0.51
H 1.73 -0.28 0.66
Si 1.97 0.09 -3.83
C 1.43 -1.52 -4.56
C 0.60 -1.51 -5.70
H 0.33 -0.56 -6.17
C 0.07 -2.70 -6.20
H -0.59 -2.68 -7.07
C 0.35 -3.92 -5.56
H -0.10 -4.85 -5.93
C 1.19 -3.93 -4.43
H 1.40 -4.88 -3.92
C 1.72 -2.74 -3.93
H 2.32 -2.77 -3.01
C 0.84 1.42 -4.49
C -0.54 1.58 -4.24
H -1.03 0.97 -3.48
C -1.26 2.58 -4.92
H -2.32 2.74 -4.67
C -0.65 3.40 -5.87
H -1.22 4.19 -6.38
C 0.72 3.22 -6.14
H 1.22 3.86 -6.89
C 1.46 2.26 -5.43
H 2.54 2.17 -5.58
H 3.35 0.44 -4.26
Cl 2.29 -0.29 -1.80
C 2.45 -1.57 4.09
N 1.55 -0.62 4.78
C 1.22 -1.13 6.13
C 2.12 0.77 4.90
C 1.02 1.84 4.87
N 0.31 1.86 3.55
C -0.81 2.82 3.59
C 1.26 2.26 2.47
H 2.07 -2.60 4.20
H 3.47 -1.51 4.53
H 2.51 -1.35 3.01
H 2.14 -1.13 6.73
H 0.48 -0.49 6.62
H 0.79 -2.13 6.05
H 2.58 0.81 5.91
H 2.91 0.93 4.14
H 0.27 1.70 5.67
H 1.49 2.83 4.99
H -0.41 3.84 3.76
H -1.37 2.79 2.65
H -1.49 2.57 4.41
H 1.81 3.16 2.82
H 2.00 1.46 2.27
H 0.71 2.46 1.54